20
Properties=species:S:1:pos:R:3:forces:R:3 method="wB97M-V/def2-TZVPD" charge=+1 homo_ev=-13.572 total_energy_ha=-307.280860 de_lowest_ev=9.272 orbital_gap_ev=4.6080
N 1.19585 0.63780 -0.28163 -0.77 -0.11 -1.03
C 0.17353 -0.33541 0.05882 0.92 2.19 0.80
C -1.16364 0.24401 -0.38883 1.39 -1.02 -0.30
C -1.51607 1.55970 0.26297 -0.88 -0.91 -0.09
C -2.68850 1.66820 0.88162 0.09 0.41 0.57
C 0.57517 -1.69404 -0.68271 0.78 0.72 -4.57
N 1.87430 -1.97789 -0.37235 -1.76 -0.67 0.54
H 1.22261 1.46437 0.31654 -0.39 -0.09 -0.39
H 0.43961 -0.62406 1.06385 -1.01 -0.49 0.98
H 2.08161 0.18638 -0.26694 0.79 0.42 -0.55
H 2.97865 -0.40811 1.24986 0.36 -0.07 0.60
H -1.86753 -0.57058 -0.39352 -0.96 0.19 0.50
H -0.96595 0.45153 -1.44855 -0.22 0.06 0.04
H -0.84386 2.36407 0.01806 -0.25 0.45 -0.04
H -3.22809 0.78278 1.20700 -0.10 0.01 -0.49
H -3.16427 2.60959 1.16675 0.53 -0.15 0.02
H -0.16299 -2.46008 -0.49793 -0.50 -0.39 1.36
H 0.35229 -1.47745 -1.80332 0.79 -0.58 1.24
H 2.28152 -0.22248 1.11161 0.90 -0.30 1.30
H 2.42576 -2.19831 -1.20132 0.29 0.34 -0.49

***

20
Properties=species:S:1:pos:R:3:forces:R:3 method="wB97M-V/def2-TZVPD" spin_multiplicity=2 charge=+2 homo_ev="-18.682 / -18.713" total_energy_ha=-306.978022 de_lowest_ev=5.122 orbital_gap_ev="7.5528 / 6.6157"
C -1.29583 -0.79441 -1.57247 0.51 0.07 0.32
C -1.02547 0.00733 -0.26491 -0.07 0.15 0.73
C 0.42267 0.08169 0.30091 -1.35 0.48 -1.76
C 1.27593 -1.09228 0.29646 0.72 0.71 1.67
C 1.49414 1.30034 2.23505 0.76 0.15 -0.28
N 0.41231 0.40595 1.75148 2.38 -1.60 -0.37
N -1.28159 -0.01798 -2.76140 0.00 -0.60 -0.33
H -2.20162 -1.39236 -1.53691 -0.16 0.21 0.07
H -0.46340 -1.51609 -1.69009 -0.01 -0.07 -0.17
H -1.36827 1.04295 -0.34543 -0.08 -0.16 -0.10
H -1.63974 -0.44069 0.51828 -0.10 -0.14 -0.12
H 1.12148 -1.90062 1.01341 -0.40 -0.36 -0.56
H 2.27007 -1.05631 -0.16379 -0.16 0.00 0.21
H 2.07656 1.68813 1.40453 -0.21 0.27 -0.26
H 2.23119 0.75514 2.82330 -0.33 0.03 0.36
H 1.09785 2.14676 2.78676 -0.29 -0.09 0.12
H 0.54772 -0.47212 2.27198 -1.10 0.32 0.40
H -0.46479 0.50899 -3.07224 -0.08 0.25 0.16
H -1.98074 -0.21084 -3.48276 -0.07 0.23 -0.02
H 0.95122 0.87793 -0.21624 0.05 0.15 -0.08

***

21
Properties=species:S:1:pos:R:3:forces:R:3 method="wB97M-V/def2-TZVPD" charge=-1 homo_ev=-2.949 total_energy_ha=-382.920024 de_lowest_ev=3.914 orbital_gap_ev=6.8359
C -1.42037 -0.51317 -0.98003 1.71 1.26 -2.74
N -2.34372 -1.35243 -0.72643 -0.67 0.23 1.42
C -1.35803 0.76796 2.24983 1.01 -0.18 -0.91
C 0.05252 -0.51447 -0.61759 0.94 -0.88 0.41
C 0.79121 -1.15306 -1.82961 -0.76 0.92 -0.03
N 0.60152 0.78529 -0.30374 -0.71 0.01 0.31
C 1.92938 0.71514 0.46668 0.47 0.39 -1.31
O 2.90732 0.04009 -0.11175 -0.03 -0.40 0.04
H -2.08910 -0.62320 0.13745 -0.89 -1.36 0.92
H -1.59105 0.29837 -1.74296 0.09 -0.02 -0.09
H -1.33318 1.41700 1.37033 -0.71 0.11 0.15
H -0.34625 0.95126 2.61772 -0.25 -0.17 0.62
H -1.35085 -0.25145 1.86126 -0.04 -0.08 0.26
H -2.16369 0.88702 2.95974 -0.04 0.34 0.10
H 0.26936 -1.18712 0.22273 -0.37 0.13 0.16
H 0.36860 -2.09394 -2.16559 0.03 -0.34 0.11
H 1.83904 -1.15829 -1.55187 0.20 -0.21 0.05
H 0.66373 -0.42078 -2.62860 0.13 -0.07 -0.43
H 0.76519 1.27472 -1.17671 0.28 0.04 0.01
H 1.64350 0.32202 1.46305 -0.20 0.22 0.24
H 2.16487 1.80907 0.48609 -0.18 0.06 0.73